(1)
The following is a DFT calculation (ωB97M-V with the def2-TZVPD basis set) of a molecular structure, C30H27NO16Pb.

Geometry as XYZ:
```
75
Properties=species:S:1:pos:R:3
Pb -0.01674 0.99221 0.50617
C -4.78273 0.90311 0.16062
C -5.68675 0.24189 -0.72732
C -5.13103 -0.28717 -2.19127
O -5.72101 -1.16102 -2.79590
C -3.77921 0.23370 -2.53877
C -2.98147 0.83207 -1.60757
C -3.49177 1.18828 -0.21628
O -2.73256 1.68398 0.68559
O -1.86817 1.36845 -1.98195
O -6.89434 0.17660 -0.47929
H -5.18900 1.11694 1.13856
H -3.34651 0.02542 -3.50947
C -2.34932 -2.60179 -0.56492
C -3.10679 -3.77231 -1.01759
C -3.57652 -4.70916 0.24982
O -4.53903 -5.45835 0.00204
C -2.81387 -4.62272 1.44297
C -1.97795 -3.55474 1.74845
C -1.76769 -2.53126 0.68942
O -1.07347 -1.44332 0.85740
O -1.62478 -3.34981 2.95134
O -3.28891 -4.08683 -2.17662
H -2.17694 -1.84293 -1.31195
H -2.96286 -5.40094 2.18221
C 1.85256 -0.09660 5.13609
C 0.64819 -0.57566 5.70210
C -0.71492 0.12205 5.26095
O -1.73246 -0.41586 5.66138
C -0.61885 1.10072 4.17767
C 0.57617 1.58525 3.67765
C 1.82693 1.05840 4.33288
O 2.94350 1.55541 3.97654
O 0.48563 2.42114 2.69206
O 0.53277 -1.35600 6.65095
H 2.75326 -0.60403 5.45688
H -1.58795 1.35254 3.76230
C 2.29534 -1.48410 2.10328
O 2.07241 -0.26897 1.40508
C 3.27927 0.04583 0.78616
C 3.22998 1.50880 0.27631
N 2.14172 1.55475 -0.72586
C 2.03967 2.85800 -1.40308
C 1.22088 3.93353 -0.60517
O -0.06568 3.36476 -0.72868
C -1.10439 4.17777 -0.10081
H 1.37496 -1.82335 2.57699
H 3.06206 -1.41396 2.87487
H 2.53484 -2.29756 1.40718
H 3.47960 -0.50666 -0.13804
H 4.11881 -0.01623 1.48327
H 4.19136 1.84419 -0.12512
H 3.11051 1.96595 1.26506
H 2.24384 0.88495 -1.47146
H 1.54072 2.81846 -2.37465
H 3.03676 3.17570 -1.73844
H 1.39152 4.90484 -1.07458
H 1.63770 3.84297 0.40274
H -0.78710 5.16583 -0.44076
H -1.08274 3.99054 0.97495
H -2.09821 3.85130 -0.39846
C 1.28708 -0.18350 -4.08762
C 2.34842 -0.30096 -4.97056
C 3.50974 -0.85580 -4.47505
C 3.54424 -1.51912 -3.26865
C 2.46402 -1.41357 -2.37773
C 1.33569 -0.68132 -2.79676
O 0.41693 -0.46681 -1.80950
O 4.66313 -0.87041 -5.24837
H 0.32696 0.19418 -4.42040
H 2.40953 -0.02996 -6.01725
H 4.41825 -2.14512 -3.14236
H 2.42103 -1.90810 -1.41880
H -0.48117 -0.69785 -2.10900
H 4.38692 -1.28664 -6.07188
```

The multiplicity is 1. As for the lowest unoccupied orbital energy: 5.95 eV. Its net charge is -4. For the energy above the lowest of the compared OMol25 structures with the same formula, charge and spin, the calculation gives 0.0 kJ/mol. As for the HOMO-LUMO gap: 2.458 eV. The value obtained for the HOMO energy is 0.12829 Eh.

=====

(2)
The following is a DFT calculation (ωB97M-V with the def2-TZVPD basis set) of a single H2I2NP molecule.

Geometry as XYZ:
```
6
Properties=species:S:1:pos:R:3
N -0.45170 0.10374 1.09637
P 1.05872 -2.00257 3.71723
I 0.76198 0.21376 2.75423
I 3.23569 -2.72610 2.55511
H 0.17509 0.33013 0.20425
H -0.99694 0.87897 1.10814
```

The multiplicity is 1. As for the lowest unoccupied orbital energy: -0.69 eV. For the energy above the lowest of the compared OMol25 structures with the same formula, charge and spin, the calculation gives 331.2 kJ/mol. As for the HOMO-LUMO gap: 7.114 eV. The value obtained for the HOMO energy is -0.28688 Eh.